Record 1
{
  "formula": "C7H17INO3",
  "method": "wB97M-V/def2-TZVPD",
  "charge": 1,
  "total_energy_ha": -854.8086,
  "elements": ["C", "C", "C", "C", "N", "I", "H", "H", "H", "H", "H", "H", "H", "H", "H", "H", "H", "C", "O", "C", "O", "O", "C", "H", "H", "H", "H", "H", "H"],
  "xyz": [[-0.26535, 2.34588, 2.86854], [0.38963, 1.32136, 1.92387], [-0.40180, 1.16864, 0.61585], [1.86059, 1.65698, 1.65231], [2.80144, 0.80784, 2.48722], [2.80820, -1.23383, 2.01040], [0.17013, 3.33996, 2.75110], [-1.32699, 2.43152, 2.64199], [-0.18554, 2.06769, 3.92046], [0.37509, 0.35185, 2.43727], [-0.84456, 2.12240, 0.32464], [-1.22266, 0.46339, 0.74522], [0.20329, 0.81546, -0.22059], [2.15823, 1.48431, 0.61928], [2.11133, 2.68555, 1.92013], [2.56146, 0.88467, 3.47719], [3.76425, 1.12964, 2.38534], [-2.38801, -1.55607, -4.69603], [-1.67690, -1.04616, -3.55177], [-1.24198, -1.97836, -2.72011], [-1.38269, -3.16624, -2.82535], [-0.60318, -1.37186, -1.70289], [-0.09438, -2.27672, -0.72344], [-2.67165, -0.67932, -5.26723], [-1.74051, -2.20802, -5.27781], [-3.26517, -2.11201, -4.37313], [0.62382, -2.96703, -1.16444], [-0.89791, -2.85246, -0.26628], [0.38182, -1.62905, 0.00827]]
}

---

Record 2
{
  "formula": "C13H29MgN4O7",
  "method": "wB97M-V/def2-TZVPD",
  "spin_multiplicity": 2,
  "charge": 2,
  "total_energy_ha": -1458.1712,
  "elements": ["Mg", "O", "C", "O", "O", "H", "C", "C", "O", "N", "C", "H", "H", "H", "H", "H", "H", "H", "C", "C", "O", "N", "C", "H", "H", "H", "H", "H", "H", "H", "C", "C", "O", "N", "C", "H", "H", "H", "H", "H", "H", "H", "C", "C", "O", "N", "C", "H", "H", "H", "H", "H", "H", "H"],
  "xyz": [[0.80008, 0.34899, -0.65354], [3.41066, -0.28666, -3.19720], [2.47747, -0.07363, -2.34409], [2.70026, -0.03873, -1.14697], [1.31102, 0.27519, -2.61517], [4.20156, -0.38238, -2.66156], [2.29725, 3.95800, 0.40079], [1.31478, 3.44970, -0.68554], [0.82268, 2.35371, -0.57562], [0.88710, 4.31340, -1.63443], [-0.11222, 3.91980, -2.69097], [3.27910, 3.54804, 0.63741], [1.80759, 3.71831, 1.34464], [2.32654, 5.04538, 0.47052], [1.17829, 5.28038, -1.61842], [-0.47184, 2.89792, -2.81155], [0.32253, 4.24914, -3.63470], [-1.06358, 4.44449, -2.60313], [-2.29212, -0.10653, -2.44897], [-2.16506, 0.31412, -1.04514], [-1.13964, 0.57811, -0.43832], [-3.35783, 0.47392, -0.44341], [-3.41728, 0.82280, 0.89995], [-2.75317, 0.72049, -2.98896], [-2.93567, -0.98573, -2.48000], [-1.38271, -0.35214, -2.99738], [-4.17405, 0.08721, -0.89547], [-4.38253, 0.53667, 1.31772], [-3.36412, 1.88834, 1.12334], [-2.63635, 0.44573, 1.56031], [1.67069, -3.55943, -1.11972], [0.43531, -2.86660, -0.64244], [0.21319, -1.62961, -0.83621], [-0.42094, -3.63225, 0.06510], [-1.68176, -3.14362, 0.60414], [1.64875, -4.60257, -0.80432], [2.54704, -2.99231, -0.80593], [1.88122, -3.49933, -2.18751], [-0.38366, -4.64012, 0.01120], [-1.94961, -2.24079, 0.05528], [-1.64495, -2.84599, 1.65206], [-2.48647, -3.87089, 0.71186], [0.37894, 0.55101, 3.46606], [0.84573, -0.34247, 2.28257], [1.18395, 0.11243, 1.17295], [0.88589, -1.67143, 2.50108], [0.41096, -2.45613, 3.67505], [1.11561, 0.46572, 4.26490], [-0.52764, 0.20371, 3.96164], [0.39225, 1.59656, 3.15823], [1.25854, -2.29083, 1.79569], [1.16525, -2.52411, 4.45897], [0.12952, -3.47038, 3.39188], [-0.55656, -2.09463, 4.02333]]
}

---

Record 3
{
  "formula": "C6H5BBr2F4MnNO2",
  "method": "wB97M-V/def2-TZVPD",
  "spin_multiplicity": 6,
  "relative_energy_kcal_mol": 0.0,
  "charge": -1,
  "total_energy_ha": -7160.5605,
  "elements": ["Mn", "Br", "Br", "B", "F", "F", "F", "F", "C", "C", "C", "C", "C", "C", "N", "O", "O", "H", "H", "H", "H", "H"],
  "xyz": [[1.52267, -2.85436, 0.08585], [3.92446, -2.01099, -0.31800], [1.22650, -3.36029, 2.53282], [0.37460, -3.80172, -1.83967], [1.74711, -4.03500, -1.81373], [0.39674, -2.40984, -1.79427], [-0.30781, -4.32140, -2.89090], [-0.06900, -4.19876, -0.64149], [-1.85908, 3.32926, 0.11028], [-1.74976, 2.25763, -0.78499], [-0.75728, 1.30818, -0.59587], [-0.04930, 1.29708, 0.59390], [-0.17315, 2.32775, 1.50936], [-1.09765, 3.36618, 1.23055], [0.83273, 0.17118, 1.01041], [0.81134, -0.87509, 0.33557], [1.59525, 0.31995, 1.95827], [-2.60941, 4.10404, 0.05451], [-2.42328, 2.24673, -1.62917], [-0.68274, 0.45694, -1.25635], [0.42492, 2.36151, 2.40801], [-1.07775, 4.32092, 1.73501]]
}

---

Record 4
{
  "formula": "C4H3NO2",
  "method": "wB97M-V/def2-TZVPD",
  "relative_energy_kcal_mol": 154.1,
  "total_energy_ha": -359.2248,
  "elements": ["C", "C", "C", "C", "H", "H", "H", "N", "O", "O"],
  "xyz": [[-1.32937, -0.64178, 0.19568], [-0.34208, 0.83986, -0.39717], [1.41611, -0.29834, 0.01292], [0.12550, -0.47250, -0.03711], [-1.25428, -1.53153, -0.66737], [-1.52775, -0.77245, 1.28568], [2.31454, -0.70443, 0.42163], [0.61249, 1.86802, -0.24263], [-1.66830, 0.64895, -0.35566], [1.65312, 1.06419, -0.21597]]
}